(1)
136
Properties=species:S:1:pos:R:3 method="wB97M-V/def2-TZVPD" e_homo_ev=-8.61 spin_multiplicity=1 lumo_energy_ev=-4.883 relative_energy_ev=0.000
Al 5.88 0.98 27.40
C 2.47 3.83 27.78
O 2.86 4.39 26.46
O 3.54 2.92 28.13
C 1.99 4.89 28.88
F 2.33 6.14 28.53
F 0.66 4.90 29.06
F 2.51 4.68 30.07
C 1.81 4.94 25.70
C 2.52 5.68 24.55
H 3.16 6.46 24.97
H 3.13 5.01 23.94
H 1.76 6.13 23.92
H 1.35 5.73 26.30
H 1.06 4.24 25.33
H 1.61 3.23 27.50
C 9.86 2.51 25.89
O 9.62 3.85 26.33
O 8.87 1.75 26.56
C 10.04 2.45 24.33
F 9.70 1.22 23.87
F 9.32 3.37 23.58
F 11.30 2.59 23.89
C 10.67 4.79 26.32
C 10.05 6.13 26.81
H 9.29 6.39 26.08
H 9.60 6.07 27.80
H 10.78 6.94 26.89
H 11.24 4.92 25.40
H 11.42 4.57 27.08
H 10.86 2.27 26.27
C 7.03 -3.32 27.80
O 8.16 -2.93 28.50
O 6.41 -2.13 27.46
C 7.27 -4.38 26.61
F 8.31 -4.04 25.85
F 7.56 -5.55 27.06
F 6.21 -4.48 25.83
C 9.02 -3.98 29.02
C 10.08 -3.25 29.80
H 10.78 -3.97 30.21
H 10.64 -2.49 29.24
H 9.71 -2.80 30.72
H 9.55 -4.47 28.21
H 8.47 -4.68 29.65
H 6.45 -3.81 28.58
C 6.28 -2.88 31.78
C 4.82 -2.97 31.24
O 4.23 -1.75 31.72
H 6.71 -2.01 31.27
H 6.80 -3.82 31.63
H 6.36 -2.66 32.85
H 4.35 -3.85 31.68
H 4.72 -3.20 30.18
H 4.47 -1.57 32.63
C 6.13 5.10 24.62
C 5.64 3.65 24.20
O 5.03 3.06 25.34
H 6.88 4.99 25.40
H 5.30 5.76 24.88
H 6.61 5.56 23.75
H 6.53 3.08 23.93
H 4.96 3.72 23.35
H 4.32 3.64 25.61
C 1.65 0.51 24.84
C 3.00 -0.23 24.55
O 3.60 -0.38 25.80
H 1.16 0.72 23.89
H 1.90 1.46 25.32
H 1.06 -0.14 25.49
H 3.59 0.44 23.92
H 2.82 -1.18 24.04
H 3.16 -1.13 26.20
C 12.09 -2.39 26.40
C 10.87 -1.46 26.50
O 11.01 -0.44 27.52
H 11.80 -3.29 25.87
H 12.37 -2.57 27.44
H 13.00 -2.02 25.93
H 9.99 -2.06 26.71
H 10.62 -1.06 25.51
H 10.46 0.31 27.28
C 2.15 -4.58 27.55
C 2.97 -3.42 27.02
O 2.08 -2.50 26.44
H 1.68 -4.43 28.52
H 2.72 -5.46 27.82
H 1.41 -4.89 26.81
H 3.60 -3.86 26.24
H 3.52 -2.96 27.83
H 1.64 -3.00 25.76
C 6.04 -2.05 23.52
C 7.00 -1.05 24.12
O 6.26 0.05 24.56
H 5.49 -1.53 22.73
H 5.39 -2.48 24.28
H 6.54 -2.91 23.08
H 7.63 -0.63 23.34
H 7.64 -1.46 24.90
H 6.00 0.51 23.75
C 7.59 5.08 29.90
C 6.74 4.86 28.66
O 7.21 3.63 28.03
H 7.48 6.10 30.29
H 8.65 4.99 29.68
H 7.29 4.38 30.68
H 6.84 5.70 27.97
H 5.69 4.81 28.92
H 8.04 3.79 27.57
C 1.64 0.21 30.20
C 2.39 -0.40 28.97
O 3.80 -0.27 29.16
H 2.03 -0.17 31.15
H 0.57 -0.01 30.24
H 1.75 1.29 30.17
H 2.19 0.16 28.05
H 2.12 -1.44 28.82
H 3.95 -0.71 30.00
C 5.36 2.67 32.42
C 5.39 1.52 31.44
O 5.47 2.07 30.19
H 5.18 2.37 33.45
H 4.56 3.37 32.18
H 6.31 3.20 32.47
H 4.48 0.93 31.49
H 6.24 0.85 31.59
H 4.66 2.55 30.02
C 9.06 1.57 30.17
C 9.02 0.03 30.18
O 8.19 -0.31 29.14
H 9.76 1.82 30.97
H 8.06 1.92 30.43
H 9.40 2.03 29.25
H 8.67 -0.35 31.14
H 10.02 -0.39 30.10
H 8.21 -1.24 28.93

=====

(2)
163
Properties=species:S:1:pos:R:3 method="wB97M-V/def2-TZVPD" e_homo_ev=-9.96 spin_multiplicity=1 lumo_energy_ev=-6.207
Y -27.56 8.85 15.20
C -29.55 11.40 19.88
F -30.45 10.59 20.40
F -29.84 12.65 20.32
F -28.31 11.06 20.24
S -29.71 11.44 17.87
O -30.45 12.62 17.56
O -28.32 11.30 17.37
N -30.22 9.84 17.33
S -31.82 9.73 17.66
O -32.51 10.72 18.49
O -32.47 9.48 16.35
C -31.97 8.08 18.69
F -33.20 8.01 19.33
F -31.91 7.04 17.82
F -31.02 7.94 19.66
C -30.88 5.13 12.63
F -31.40 6.35 12.45
F -31.41 4.65 13.75
F -31.23 4.47 11.61
S -28.98 5.17 12.80
O -28.20 4.10 12.20
O -28.53 6.51 12.41
N -28.65 5.44 14.59
S -28.72 3.94 15.18
O -29.08 4.05 16.59
O -29.46 2.94 14.38
C -26.82 3.32 15.18
F -26.78 2.01 15.56
F -26.36 3.36 13.89
F -26.14 4.23 15.89
C -23.92 8.98 10.84
F -24.89 9.83 10.53
F -24.38 7.78 10.48
F -22.78 9.31 10.16
S -23.56 8.99 12.77
O -24.07 7.78 13.40
O -22.14 9.16 13.05
N -24.68 10.18 13.46
S -24.05 11.55 12.81
O -23.00 11.49 11.76
O -25.14 12.47 12.48
C -23.21 12.32 14.40
F -22.49 11.41 15.00
F -22.49 13.39 14.07
F -24.12 12.73 15.29
C -31.86 1.30 6.63
C -32.36 2.06 5.43
O -33.79 1.99 5.40
H -30.78 1.40 6.61
H -32.09 0.23 6.59
H -32.29 1.74 7.53
H -32.05 1.83 4.41
H -31.94 3.06 5.52
H -34.10 1.08 5.37
C -21.05 2.13 8.78
C -21.75 3.18 9.55
O -20.83 4.15 9.95
H -20.55 2.62 7.95
H -21.77 1.40 8.42
H -20.26 1.59 9.30
H -22.11 2.75 10.48
H -22.47 3.66 8.88
H -20.27 3.70 10.59
C -30.64 0.28 20.52
C -31.93 0.53 19.72
O -33.07 0.23 20.47
H -30.27 -0.74 20.67
H -30.59 0.78 21.48
H -29.83 0.72 19.94
H -31.92 -0.13 18.86
H -32.16 1.57 19.46
H -33.23 0.98 21.05
C -24.42 -1.59 21.88
C -24.19 -0.44 20.89
O -23.68 0.52 21.72
H -23.83 -1.56 22.80
H -24.30 -2.57 21.43
H -25.38 -1.67 22.39
H -25.11 -0.06 20.44
H -23.55 -0.72 20.06
H -22.72 0.47 21.61
C -36.04 1.38 12.28
C -36.84 1.27 13.56
O -37.74 0.26 13.29
H -35.45 0.50 12.01
H -35.38 2.24 12.24
H -36.79 1.52 11.51
H -37.39 2.16 13.84
H -36.16 1.07 14.39
H -38.29 0.26 14.07
C -23.55 9.24 19.35
C -24.05 8.08 18.42
O -25.45 8.21 18.23
H -23.75 9.09 20.41
H -23.88 10.20 18.96
H -22.48 9.14 19.20
H -23.90 7.09 18.86
H -23.58 8.03 17.44
H -25.87 7.76 18.97
C -20.95 3.85 16.35
C -21.44 2.50 16.56
O -20.35 1.60 16.85
H -20.06 3.92 15.72
H -20.69 4.40 17.26
H -21.70 4.52 15.95
H -21.98 2.31 15.64
H -22.23 2.41 17.31
H -20.52 1.18 17.70
C -25.81 -0.83 10.10
C -25.02 -1.43 11.24
O -24.26 -2.49 10.73
H -25.19 -0.17 9.48
H -26.57 -0.31 10.68
H -26.18 -1.70 9.56
H -25.62 -1.94 12.00
H -24.52 -0.83 12.00
H -23.41 -2.41 11.18
C -27.21 -3.85 17.07
C -27.23 -5.14 16.18
O -26.10 -5.95 16.52
H -26.76 -3.97 18.06
H -28.20 -3.44 17.27
H -26.49 -3.15 16.66
H -27.12 -4.90 15.12
H -28.12 -5.75 16.29
H -25.95 -6.64 15.87
C -30.93 13.03 11.92
C -30.47 11.63 12.21
O -29.26 11.60 12.96
H -31.91 13.23 11.48
H -30.34 13.35 11.06
H -30.73 13.64 12.80
H -30.33 11.02 11.32
H -31.13 10.97 12.77
H -28.74 12.39 12.77
C -30.74 -2.00 11.93
C -30.65 -3.48 12.05
O -31.40 -3.90 13.19
H -30.32 -1.58 11.01
H -30.20 -1.53 12.75
H -31.78 -1.68 11.90
H -29.61 -3.78 12.20
H -31.09 -3.89 11.14
H -32.31 -3.79 12.93
C -32.38 9.36 7.61
C -32.26 7.86 7.51
O -30.98 7.31 7.74
H -31.35 9.67 7.42
H -32.56 9.77 8.60
H -32.94 9.83 6.80
H -32.61 7.60 6.51
H -32.98 7.33 8.14
H -30.50 7.25 6.91
C -28.00 4.78 22.84
C -27.01 5.46 22.02
O -27.39 6.77 21.66
H -28.90 4.71 22.21
H -28.12 5.43 23.71
H -27.58 3.81 23.10
H -26.68 4.95 21.11
H -26.11 5.57 22.63
H -27.10 7.48 22.25